An isolated molecule of C4H5NO2, computed with ωB97M-V with the def2-TZVPD basis set.

CARTESIAN COORDINATES (ANGSTROEM)
O 2.732 0.146 -0.568
C 1.572 -0.174 -0.597
C 0.533 0.244 0.434
C -0.692 0.917 -0.222
O -1.686 -0.126 -0.235
C -1.180 -1.104 0.545
N -0.006 -0.997 1.012
H 1.162 -0.828 -1.400
H 1.020 0.862 1.192
H -0.534 1.251 -1.251
H -1.077 1.752 0.372
H -1.846 -1.943 0.717

LUMO energy (eV): 0.78
E (Eh): -360.6231